ORCA calculation (wB97M-V/def2-TZVPD) on a single C3H6O molecule.

```
10
Properties=species:S:1:pos:R:3:forces:R:3:mulliken_charge:R:1
C 0.036 -0.388 -0.879 -2.063 0.055 -0.793 -0.1672
O 1.279 -0.591 -1.444 0.386 -1.022 -1.029 -0.4741
C 0.106 0.012 0.575 1.429 -4.893 -2.201 -0.1461
C -0.837 0.612 1.200 -1.320 3.959 2.556 -0.6513
H -0.556 0.407 -1.466 0.528 -1.196 0.663 0.2433
H -0.438 -1.431 -1.004 0.069 1.742 0.412 0.1887
H 1.870 0.034 -1.087 1.256 1.210 0.487 0.2862
H 0.754 -0.790 1.061 -0.283 1.801 0.088 0.2104
H -0.605 0.818 2.259 -0.808 -0.487 -0.210 0.2494
H -1.611 1.316 0.785 0.805 -1.168 0.029 0.2606
```
Forces are in eV/Å.

Calculated values
Kohn-Sham gap (eV): 11.04
Energy above the lowest of the compared OMol25 structures with the same formula, charge and spin (eV): 1.818
Total charge: 0
Lowest unoccupied orbital energy (eV): 1.0
Multiplicity: 1
E_HOMO (eV): -10.065
Largest force on an atom (eV/Å): 5.6
E (Eh): -193.0764